{
  "formula": "C3H5NO",
  "method": "ωB97M-V/def2-TZVPD",
  "symbols": ["C", "H", "N", "H", "H", "H", "C", "H", "O", "C"],
  "positions_angstrom": [[1.517, -0.276, 0.401], [0.585, 0.065, -1.526], [-0.549, 0.854, 0.191], [-2.132, -0.524, 0.388], [2.521, -0.371, -0.075], [-0.399, 0.508, 1.152], [-1.392, -0.141, -0.342], [-1.903, 0.082, -1.294], [1.478, -0.068, 1.594], [0.275, -0.129, -0.489]],
  "smiles": "O=C[C@H]1CN1",
  "total_charge": 0
}

***

{
  "formula": "C3H5NO",
  "method": "ωB97M-V/def2-TZVPD",
  "symbols": ["H", "H", "N", "O", "H", "C", "C", "H", "H", "C"],
  "positions_angstrom": [[0.787, 2.111, 1.350], [1.035, -0.400, 1.634], [-0.341, -0.655, -1.370], [-0.250, 1.623, -0.419], [-1.065, -1.266, -1.928], [0.481, 1.280, 0.608], [-0.024, -0.956, -0.027], [-1.015, 0.205, -1.087], [-0.093, -1.866, 0.413], [0.486, -0.075, 0.825]],
  "smiles": "N/C=C\\C=O",
  "total_charge": 0
}

***

{
  "formula": "C3H5NO2",
  "method": "ωB97M-V/def2-TZVPD",
  "symbols": ["N", "H", "O", "C", "H", "H", "C", "C", "H", "O", "H"],
  "positions_angstrom": [[-0.612, -1.479, 0.412], [1.218, 1.985, -0.793], [0.402, 1.541, -1.049], [0.181, 0.555, -0.123], [0.433, 0.932, 0.909], [0.664, -0.476, -0.664], [-1.154, -0.174, 0.001], [0.637, -1.370, 0.544], [-1.807, 0.175, 0.807], [1.750, -1.524, 0.898], [-1.712, -0.165, -0.941]],
  "smiles": "O=C=NCCO",
  "total_charge": 0
}

***

In order of appearance, E_LUMO = 0.0181, 0.0060, 0.0168 Eh.
In order of appearance, energy = -6726.44589, -6727.00286, -8774.24372 eV.
In order of appearance, relative energy (zero: lowest compared OMol25 entry of this formula, charge and spin) = 72.1, 59.3, 79.6 kcal/mol.